No. 1
A structure of composition C29H44GeN4O7Zr. Source: the Open Molecules 2025 dataset; level of theory: the ωB97M-V functional and the def2-TZVPD basis.

Geometry as XYZ:
```
86
Properties=species:S:1:pos:R:3:forces:R:3
Zr 0.2339 0.3983 1.2954 0.667 1.312 -1.698
C 2.0340 2.5244 3.2938 -0.118 -0.113 0.126
C 1.1783 1.5783 4.1513 1.022 0.617 0.789
C 0.3873 2.3840 5.1809 -0.199 -0.349 -0.425
C 2.0264 0.4999 4.8308 -0.378 0.033 -0.273
O 0.2439 0.8931 3.2752 -0.559 -0.143 0.012
Ge -1.6551 1.4718 3.0514 -0.329 0.316 0.060
O -0.8168 2.1995 1.3467 -0.192 -0.300 0.690
C -1.5667 3.1247 0.5060 -0.730 0.626 -0.838
C -1.8065 2.4358 -0.8364 0.170 0.157 0.331
C -0.7522 4.4134 0.3652 -0.163 -0.459 0.280
C -2.9212 3.4264 1.1510 0.458 -0.237 0.335
O -1.5897 -0.2213 1.8331 -0.232 0.524 0.418
C -1.9653 -1.4963 2.4206 -0.493 -1.408 0.422
C -3.0551 -1.2510 3.4625 0.270 0.411 -0.310
C -0.7359 -2.1276 3.0923 -0.088 0.087 -0.155
C -2.5035 -2.3553 1.2722 0.175 0.406 0.101
H 2.4820 3.3023 3.9090 -0.020 0.006 0.057
H 2.8493 1.9900 2.8048 -0.078 0.083 0.008
H 1.3903 3.0081 2.5512 0.133 0.100 0.058
H 1.0549 2.8091 5.9269 0.002 0.044 -0.015
H -0.1543 3.2008 4.6893 0.051 0.085 0.136
H -0.3318 1.7368 5.6908 0.045 0.061 0.094
H 2.8578 0.9419 5.3742 0.037 0.104 -0.005
H 1.4196 -0.0584 5.5408 -0.013 -0.085 0.057
H 2.4158 -0.1950 4.0826 0.054 0.066 0.094
H -0.9082 2.4324 -1.4511 -0.089 -0.078 0.059
H -2.1311 1.4078 -0.6427 -0.048 0.094 -0.192
H -2.5824 2.9421 -1.4057 -0.035 0.072 0.004
H 0.1730 4.2418 -0.1829 0.081 0.014 -0.024
H -1.3241 5.1614 -0.1758 -0.065 0.036 -0.108
H -0.5261 4.8174 1.3515 0.076 0.064 0.012
H -3.4974 2.5014 1.2739 -0.093 0.098 -0.050
H -2.7866 3.9007 2.1276 -0.103 0.044 -0.002
H -3.4980 4.1065 0.5293 0.000 -0.010 -0.037
H -2.6277 -0.7713 4.3501 -0.131 -0.069 0.073
H -3.8300 -0.6067 3.0409 -0.098 -0.055 0.071
H -3.5160 -2.1848 3.7710 0.031 -0.072 0.050
H -0.2306 -1.3806 3.7175 -0.099 -0.302 0.022
H -1.0483 -2.9509 3.7347 0.021 0.026 -0.022
H -0.0351 -2.5247 2.3522 -0.135 0.000 0.248
H -3.3714 -1.8728 0.8262 -0.060 0.027 -0.056
H -1.7394 -2.4947 0.5053 -0.033 -0.033 0.000
H -2.8102 -3.3334 1.6270 0.025 -0.123 0.133
C 4.5856 -1.3271 1.5948 0.175 -0.554 0.585
O 4.2777 -0.3518 0.5760 -0.472 0.503 -0.281
C 3.1428 0.2705 0.6567 0.604 0.555 -0.602
O 2.2803 0.0641 1.5300 0.871 -0.173 0.497
N 2.9365 1.2063 -0.3022 0.280 0.050 -0.031
N 1.8020 2.0446 -0.1600 0.268 0.024 0.010
H 5.5481 -1.7517 1.3175 -0.149 0.104 -0.038
H 3.8159 -2.1001 1.6238 0.084 0.107 -0.069
H 4.6623 -0.8392 2.5681 -0.011 0.011 -0.160
H 3.7112 1.4720 -0.9091 -0.227 -0.038 0.230
H 1.3659 2.1770 -1.0808 0.121 -0.226 0.388
H 2.0955 2.9751 0.1726 -0.100 -0.494 -0.019
O 0.6845 -1.5476 0.5309 -0.083 -0.771 0.098
C 0.4834 -1.2926 -0.6763 -0.153 -0.132 -1.755
N 0.6088 -2.1181 -1.7187 0.490 -0.331 -0.008
C 0.1060 -1.4905 -2.9288 -0.212 0.150 0.134
C -0.1346 -0.0130 -2.3700 -0.009 0.012 -0.504
O -0.4567 0.9169 -3.0473 0.066 0.078 -0.196
N 0.1086 -0.0415 -1.0403 0.070 -0.232 1.491
C 1.0541 -1.3513 -4.0694 0.321 -0.575 1.026
C 0.5669 -0.6611 -5.1945 -0.354 0.613 -1.270
C 1.3596 -0.4748 -6.3029 -0.106 0.076 0.018
C 2.6720 -0.9466 -6.2913 -0.689 0.605 -0.832
C 3.1546 -1.6569 -5.1882 0.176 -0.672 1.348
C 2.3674 -1.8331 -4.0681 0.377 -0.179 -0.271
C -1.2216 -2.0865 -3.3423 -0.232 -0.359 -0.343
C -1.2411 -3.0861 -4.3259 0.170 0.321 0.426
C -2.4289 -3.7007 -4.6660 -0.343 -0.214 -0.181
C -3.6189 -3.3109 -4.0646 0.278 0.135 0.047
C -3.6025 -2.3176 -3.0836 -0.019 -0.138 -0.190
C -2.4118 -1.7233 -2.7133 0.171 0.117 -0.104
H 0.7663 -3.1110 -1.6316 -0.145 -0.057 0.111
H -0.4327 -0.2550 -5.1537 -0.038 0.074 -0.073
H 0.9830 0.0707 -7.1535 -0.024 0.022 -0.088
H 3.3206 -0.7478 -7.1325 0.059 -0.037 -0.072
H 4.1489 -2.0780 -5.2223 0.085 -0.002 0.031
H 2.7428 -2.3881 -3.2237 0.066 -0.035 0.102
H -0.3124 -3.4001 -4.7791 0.104 -0.133 -0.137
H -2.4272 -4.4938 -5.4016 -0.033 0.040 -0.040
H -4.5527 -3.7685 -4.3571 -0.019 -0.045 0.012
H -4.5295 -1.9991 -2.6337 -0.078 -0.002 0.119
H -2.4106 -0.9590 -1.9483 -0.078 0.124 0.056
```
Forces are in eV/Å.

Results
Calculated total energy (eV): -108857.0326
LUMO (spin up / spin down) (Ha): -0.293 / -0.445
Multiplicity: 2
<S²>: 0.766
Charge: +3



No. 2
An isolated molecule of C29H44N4O5. Source: the Open Molecules 2025 dataset; level of theory: the ωB97M-V functional and the def2-TZVPD basis.

Geometry as XYZ:
```
82
Properties=species:S:1:pos:R:3:forces:R:3
C -3.7199 -5.2972 -0.6194 0.273 -0.436 -0.245
C -2.1804 -5.6424 -0.5309 -0.542 0.654 0.871
C -1.4104 -4.3278 -0.1027 -0.860 -0.595 -0.037
N -0.7888 -3.6175 -1.2678 0.178 0.250 1.548
C -0.4075 -2.2991 -0.7861 0.401 2.078 0.276
C -1.4315 -1.2428 -0.9716 1.824 -0.040 0.680
C -2.7785 -1.5699 -1.6667 0.180 0.164 -0.089
C -1.0967 0.0660 -0.4583 0.661 -0.553 0.330
C 0.1883 0.3464 0.2128 -0.213 -0.873 -0.365
C 1.2049 -0.6657 0.3925 -1.340 -1.471 -1.118
C 2.5668 -0.4601 1.1058 -0.224 0.841 0.333
C 3.6346 0.3670 0.2986 0.667 -0.241 -0.192
C 3.7447 0.0126 -1.2304 0.865 0.573 -0.171
C 3.8766 1.2999 -2.1489 0.226 -1.228 -0.321
N 4.8287 2.2984 -1.6112 -0.731 1.282 0.163
C 4.5808 3.5895 -2.2193 -0.071 0.474 -1.036
C 3.5400 4.6064 -1.6804 -0.725 -0.164 0.231
O 5.1934 3.8913 -3.2268 0.091 -0.050 0.769
C 0.8800 -2.0219 -0.1244 -1.215 0.732 -0.153
C 1.8498 -3.2304 0.0349 -0.288 0.257 -0.164
C 2.9262 -3.4020 -1.1119 -0.397 -0.653 -0.258
C 2.4177 -3.0615 -2.5631 0.640 -0.233 -0.500
O 3.2787 -4.8190 -1.1217 -0.462 0.584 0.041
C 0.3827 1.7766 0.7460 -1.400 0.584 0.044
O 1.4234 2.3980 0.7719 -0.100 -0.734 0.064
C -0.8993 2.5065 1.2597 -0.157 -0.877 -0.271
C -0.7334 3.4691 2.4531 0.526 0.174 0.144
C -0.2538 2.7535 3.7907 0.176 -0.693 -0.630
C -0.4872 1.2022 3.8197 0.014 0.177 1.697
N -1.9256 0.8170 3.6512 0.699 -0.240 0.013
C -2.0683 2.2515 0.6218 0.971 -0.477 1.154
N -3.2634 2.9311 1.1195 0.024 -0.049 -2.589
C -4.4882 2.0849 0.9899 -1.224 0.831 0.365
C -3.3946 4.1303 0.3202 -0.673 1.137 -0.335
C -4.7122 4.9916 0.3465 -0.326 -0.498 0.520
O -2.4983 4.5366 -0.3840 -0.133 -0.248 0.558
C -2.1237 1.2402 -0.5662 1.029 0.047 1.075
O -2.9027 1.3529 -1.4804 0.041 -0.045 0.432
H -4.0584 -4.8600 0.3516 0.286 -0.365 -0.695
H -4.3072 -6.2363 -0.7900 0.368 0.896 -0.001
H -3.9486 -4.5461 -1.4211 0.253 -0.771 0.635
H -2.0819 -6.4040 0.2932 0.106 0.639 -0.871
H -1.7752 -6.0795 -1.4744 -0.336 0.399 0.673
H -2.1857 -3.6452 0.3439 0.870 -0.472 -0.460
H -0.6770 -4.5359 0.7196 -0.386 0.152 -0.664
H 0.0270 -4.1588 -1.5540 -0.220 0.301 0.063
H -2.9267 -0.8857 -2.5369 0.022 -0.419 0.868
H -2.8161 -2.6127 -2.0753 0.278 0.948 0.674
H -3.6232 -1.4210 -0.9390 0.702 -0.092 -0.761
H 3.0547 -1.4229 1.4083 -0.798 0.712 -0.481
H 2.3587 0.0754 2.0776 0.272 -0.382 -0.917
H 3.5344 1.4741 0.3909 -0.285 -1.055 0.071
H 4.6359 0.1195 0.7548 -0.971 0.318 -0.311
H 4.7053 -0.5572 -1.3970 -0.944 0.383 0.162
H 2.9317 -0.6382 -1.6276 0.424 0.711 0.475
H 4.3028 0.9300 -3.1278 -0.789 0.454 0.649
H 2.8891 1.7887 -2.3485 0.794 -0.404 0.350
H 5.7990 2.0915 -1.8490 -0.417 -0.267 -0.156
H 3.9568 5.2107 -0.8299 -0.306 -0.828 -0.641
H 2.5779 4.1225 -1.3547 1.065 0.277 0.024
H 3.2498 5.3384 -2.4801 0.617 -0.854 0.552
H 2.3666 -3.2457 1.0303 -0.491 0.118 -0.943
H 1.2250 -4.1660 0.0187 0.683 0.881 0.012
H 3.8816 -2.8750 -0.8634 -0.914 -0.331 -0.280
H 2.8099 -3.8766 -3.2360 -0.300 0.790 0.665
H 1.3093 -3.0646 -2.6887 0.844 0.251 0.251
H 2.8486 -2.1148 -2.9861 -0.633 -0.783 0.547
H 2.4826 -5.2591 -1.4732 0.597 0.020 0.234
H -1.6562 4.0484 2.6806 0.575 -0.628 -0.551
H 0.0717 4.2090 2.1902 -0.828 -0.626 0.076
H 0.8501 2.9285 3.8915 -0.976 -0.191 0.126
H -0.7704 3.1877 4.6858 0.450 -0.202 -0.846
H 0.1918 0.6335 3.1354 -0.831 0.560 0.208
H -0.2098 0.8633 4.8653 0.297 0.372 -1.027
H -1.9262 -0.2061 3.6916 -0.248 0.329 -0.138
H -2.4302 1.1060 4.4959 0.230 0.000 -0.385
H -4.3101 1.0066 1.1968 0.185 0.909 -0.307
H -4.9364 2.2831 -0.0178 0.270 -0.839 0.796
H -5.2408 2.4476 1.7429 0.741 -0.455 -0.577
H -5.0890 5.1763 -0.6945 0.621 -0.327 0.904
H -5.5354 4.5153 0.9305 0.633 0.395 -0.424
H -4.5085 5.9931 0.8071 0.084 -0.963 -0.410
```
Forces are in eV/Å.

Results
Calculated total energy (eV): -46981.7189
Structure (SMILES): CCCNc1c(C)c2c(c(CCCCNC(C)=O)c1C[C@H](C)O)C(=O)C(CCCN)=C(N(C)C(C)=O)C2=O
LUMO (Ha): -0.019
Relative energy (zero: lowest compared OMol25 entry of this formula, charge and spin) (kcal/mol): 41.4
Charge: 0



No. 3
An isolated molecule of C29H44N4O6. Source: the Open Molecules 2025 dataset; level of theory: the ωB97M-V functional and the def2-TZVPD basis.

Geometry as XYZ:
```
83
Properties=species:S:1:pos:R:3:forces:R:3
C 0.8347 4.8623 1.6256 0.072 0.299 -0.186
O 0.3812 3.6577 2.2024 -0.062 -0.357 0.084
C -0.8237 3.1661 1.8104 -0.228 -0.120 0.042
C -1.2614 2.0203 2.4786 0.152 0.142 -0.014
C -2.4821 1.4573 2.1750 0.022 0.190 -0.063
C -3.3021 2.0173 1.1996 -0.147 0.072 -0.057
C -4.6194 1.3748 0.8518 -0.038 0.080 -0.052
N -4.4191 0.2399 -0.0312 0.011 -0.057 0.539
C -4.7925 0.2514 -1.3175 0.111 -0.475 -0.377
O -5.4244 1.1450 -1.8460 -0.229 0.322 -0.223
C -4.3640 -0.9990 -2.1172 -0.158 -0.071 0.403
N -2.9146 -1.0116 -2.2917 -0.199 0.162 -0.431
C -1.9948 -1.2114 -1.3302 0.426 -0.094 -0.474
O -2.2801 -1.4926 -0.1778 -0.028 -0.221 0.381
C -0.5480 -1.0852 -1.8139 0.266 -0.120 0.099
C -0.2781 0.2767 -2.4682 -0.109 0.057 0.121
C -0.3733 1.3903 -1.4262 0.030 0.241 -0.449
N 0.5968 1.1477 -0.3788 -0.302 -0.015 -0.166
C 1.6261 1.9972 -0.2329 0.010 -0.120 0.301
O 1.6880 3.0389 -0.8700 0.202 0.361 -0.209
C 2.7381 1.6208 0.7639 -0.042 0.267 0.314
C 3.8540 2.6659 0.7139 -0.162 0.010 -0.102
C 4.6220 2.2634 -0.5467 -0.021 0.078 -0.006
C 4.4705 0.7357 -0.6153 0.434 -0.146 -0.408
N 3.4274 0.4084 0.3451 -0.011 0.030 0.008
C 3.4874 -0.6794 1.1502 -0.221 0.057 -0.121
O 2.7866 -0.8169 2.1318 0.040 -0.179 0.384
O 4.3651 -1.5789 0.6777 0.068 0.090 -0.121
C 4.5305 -2.8538 1.3437 0.060 -0.586 0.350
C 3.2176 -3.6364 1.3209 0.102 0.308 -0.016
C 5.0234 -2.6488 2.7757 -0.168 0.160 -0.211
C 5.5941 -3.5695 0.5095 -0.290 0.348 0.117
C 0.3472 -0.0889 0.3223 0.138 -0.412 0.240
C 0.4232 -1.2747 -0.6428 -0.256 0.023 0.134
C -4.9019 -2.3086 -1.5130 -0.101 -0.079 -0.201
C -6.4179 -2.2184 -1.3646 0.250 0.050 0.047
C -4.5206 -3.4900 -2.4032 0.069 0.186 0.272
C -2.8536 3.1420 0.5246 -0.135 -0.149 0.163
C -1.6308 3.7207 0.8231 0.327 0.167 0.041
H 0.1143 5.6721 1.7769 0.009 -0.029 0.037
H 1.0373 4.7391 0.5579 -0.023 0.019 0.077
H 1.7601 5.1037 2.1465 -0.043 0.034 -0.052
H -0.6234 1.5922 3.2354 0.099 -0.059 0.119
H -2.8069 0.5731 2.7040 -0.035 -0.120 0.096
H -5.2695 2.0772 0.3255 0.031 -0.092 0.150
H -5.1212 1.0240 1.7599 -0.013 0.115 -0.082
H -3.7815 -0.4857 0.2842 -0.090 0.031 -0.209
H -4.7963 -0.8767 -3.1157 0.042 0.047 0.160
H -2.5852 -0.7890 -3.2163 0.074 0.015 0.124
H -0.3853 -1.8808 -2.5524 -0.054 0.047 0.049
H -0.9721 0.4850 -3.2840 0.033 0.014 -0.061
H 0.7317 0.2704 -2.8853 -0.014 0.011 -0.053
H -0.1519 2.3603 -1.8742 -0.143 -0.138 0.090
H -1.3767 1.4187 -0.9887 0.017 0.036 0.022
H 2.3158 1.4880 1.7627 0.030 -0.030 -0.136
H 3.4585 3.6749 0.6438 0.029 0.030 0.055
H 4.4793 2.5771 1.6026 -0.035 -0.053 0.061
H 5.6671 2.5645 -0.5092 0.026 -0.013 -0.040
H 4.1546 2.7298 -1.4123 0.051 0.015 0.020
H 4.1765 0.4012 -1.6148 0.124 0.019 0.028
H 5.3901 0.2155 -0.3400 -0.111 0.067 -0.093
H 3.3736 -4.6237 1.7463 0.039 -0.133 0.018
H 2.8644 -3.7438 0.2973 -0.029 -0.058 -0.118
H 2.4613 -3.1160 1.9016 -0.046 -0.052 0.028
H 4.2681 -2.1318 3.3608 0.020 -0.026 0.065
H 5.2282 -3.6124 3.2335 0.060 -0.126 0.027
H 5.9364 -2.0567 2.7760 0.118 0.023 0.010
H 5.2540 -3.6745 -0.5174 -0.031 -0.048 -0.118
H 6.5177 -2.9966 0.5098 0.123 0.040 0.009
H 5.7881 -4.5547 0.9224 0.015 -0.110 0.055
H 1.0448 -0.2265 1.1428 -0.081 0.059 -0.011
H -0.6618 -0.0401 0.7424 0.169 0.013 -0.011
H 0.1697 -2.1833 -0.0969 0.054 -0.037 -0.006
H 1.4409 -1.3692 -1.0269 0.047 -0.010 -0.030
H -4.4521 -2.4574 -0.5287 -0.040 0.039 -0.077
H -6.8067 -3.1356 -0.9292 -0.073 -0.072 0.034
H -6.8864 -2.0716 -2.3355 -0.110 0.015 -0.128
H -6.6973 -1.3863 -0.7238 -0.121 0.067 0.077
H -4.9062 -4.4143 -1.9807 -0.032 -0.121 0.002
H -3.4399 -3.5794 -2.4854 0.089 -0.078 -0.061
H -4.9385 -3.3685 -3.4010 -0.057 -0.008 -0.152
H -3.4704 3.5784 -0.2476 -0.079 0.053 -0.089
H -1.3149 4.5935 0.2752 0.075 0.098 -0.042
```
Forces are in eV/Å.

Results
Calculated total energy (eV): -49036.0103
Structure (SMILES): COc1ccc(CNC(=O)[C@@H](NC(=O)C2CCN(C(=O)[C@@H]3CCCN3C(=O)OC(C)(C)C)CC2)C(C)C)cc1
LUMO (Ha): 0.019
Relative energy (zero: lowest compared OMol25 entry of this formula, charge and spin) (kcal/mol): 0.0
Charge: 0



Among the records above, which one has the lowest calculated total energy?
C29H44GeN4O7Zr



Which value of charge does entry 3 give?
0